P) Here is a 2-piece molecular cluster, C6H13NO overall from OMol25. Energies are from ωB97M-V/def2-TZVPD.

The calculation puts the gap between HOMO and LUMO at 8.5 eV. The charge is 0. The SMILES is C/C=C(N)/C=C/C.O. The value obtained for the HOMO energy is -7.644 eV.

Element x y z (Å)
C (0.083, 0.208, 3.005)
C (-0.149, 0.068, 1.502)
C (0.802, 0.359, 0.628)
N (2.036, 0.983, 1.058)
C (0.530, 0.374, -0.803)
C (-0.717, 0.477, -1.273)
C (-1.085, 0.779, -2.691)
H (0.861, 0.941, 3.195)
H (0.349, -0.767, 3.590)
H (-1.063, 0.560, 3.240)
H (-1.054, -0.397, 1.150)
H (2.577, 0.948, 0.205)
H (2.524, 0.653, 1.854)
H (1.266, 0.084, -1.547)
H (-1.582, 0.364, -0.563)
H (-2.147, 1.030, -2.719)
H (-1.238, -0.194, -3.214)
H (-0.314, 1.362, -3.257)
O (-0.910, -2.503, -1.211)
H (-0.565, -2.354, -0.432)
H (-0.204, -2.977, -1.718)

Q) Here is a 2-piece molecular cluster, C6H13NO overall from OMol25. Energies are from ωB97M-V/def2-TZVPD.

The calculation puts the gap between HOMO and LUMO at 8.7 eV. The charge is 0. The SMILES is C=CCN/C=C/C.O. The value obtained for the HOMO energy is -7.741 eV.

Element x y z (Å)
C (-1.865, -0.625, 2.121)
C (-1.643, 0.728, 1.878)
C (-0.155, 1.271, 1.913)
N (0.016, 1.632, 0.468)
C (0.839, 0.709, -0.172)
C (0.769, 0.082, -1.377)
C (1.917, -0.796, -1.837)
H (-1.199, -1.442, 2.135)
H (-2.942, -0.968, 2.170)
H (-2.355, 1.489, 1.857)
H (0.084, 2.143, 2.560)
H (0.499, 0.448, 2.392)
H (-0.856, 2.062, 0.027)
H (1.788, 0.549, 0.569)
H (0.037, 0.331, -2.039)
H (2.679, -0.121, -2.018)
H (2.301, -1.522, -1.164)
H (1.903, -1.397, -2.708)
O (-1.021, -1.563, -2.323)
H (-0.318, -2.165, -1.784)
H (-0.477, -0.844, -2.668)

Preferred: P); penalty for the next structure: 34.5 kcal/mol.

P) Here is a 2-piece molecular cluster, C6H13NO overall from OMol25. Energies are from ωB97M-V/def2-TZVPD.

The calculation puts the gap between HOMO and LUMO at 8.7 eV. The charge is 0. The SMILES is C=C/C(N)=C/CC.O. The value obtained for the HOMO energy is -7.922 eV.

Element x y z (Å)
C (0.257, 1.750, -2.306)
C (-0.565, 1.629, -1.186)
C (-0.161, 0.769, -0.026)
N (1.073, 1.117, 0.555)
C (-0.961, -0.053, 0.685)
C (-0.593, -0.680, 2.076)
C (0.506, -1.727, 1.898)
H (-0.166, 2.167, -3.167)
H (1.261, 1.361, -2.455)
H (-1.530, 1.842, -1.310)
H (1.304, 0.987, 1.525)
H (1.283, 2.190, 0.574)
H (-1.568, -0.733, 0.029)
H (-0.180, -0.071, 2.961)
H (-1.471, -1.290, 2.386)
H (1.240, -1.957, 2.782)
H (0.039, -2.641, 1.469)
H (1.380, -1.421, 1.291)
O (-0.114, -1.844, -1.667)
H (0.591, -1.744, -0.977)
H (0.320, -1.886, -2.510)

Q) Here is one molecule with the formula C6H13NO from OMol25. Energies are from ωB97M-V/def2-TZVPD.

The calculation puts the gap between HOMO and LUMO (spin up / spin down) at 8.7 / 6.5 eV. The charge is 0. The value obtained for the HOMO energy (spin up / spin down) is -7.726 / -6.547 eV.

Element x y z (Å)
C (-0.104, 0.583, -2.425)
C (-1.033, -0.513, -0.270)
C (-1.400, -1.784, -0.672)
O (0.109, 0.148, -1.086)
H (-1.845, 0.218, -0.297)
H (-0.754, 1.466, -2.430)
H (-0.539, -0.188, -3.062)
H (0.873, 0.849, -2.832)
H (-0.677, -2.587, -0.714)
H (-2.424, -2.037, -0.900)
C (2.254, 0.429, 0.765)
N (-1.175, 0.133, 2.246)
C (-0.208, -0.245, 1.233)
C (0.797, 0.713, 0.827)
H (-1.751, 0.910, 1.945)
H (-0.750, 0.291, 3.152)
H (0.243, -1.195, 1.520)
H (0.471, 1.742, 0.707)
H (2.707, 0.600, 1.750)
H (2.437, -0.611, 0.492)
H (2.769, 1.075, 0.051)

R) Here is C6H13NO as an isolated structure from OMol25. Energies are from ωB97M-V/def2-TZVPD.

The calculation puts the gap between HOMO and LUMO at 10.2 eV. The charge is 0. The value obtained for the HOMO energy is -9.308 eV.

Element x y z (Å)
C (2.243, -0.929, -0.158)
C (1.717, 0.471, 0.321)
C (-0.452, 0.305, 0.192)
C (-0.452, 1.435, -0.769)
C (-1.707, 0.215, 1.057)
C (-0.957, -1.198, -0.386)
H (1.022, -1.799, -0.510)
H (3.110, -0.493, -0.992)
H (2.695, -1.618, 0.959)
H (1.240, 1.295, -0.433)
H (2.486, 0.888, 1.018)
H (0.039, 2.355, -0.357)
H (0.230, 1.446, -1.794)
H (-1.455, 1.506, -1.096)
H (-2.205, 1.128, 1.075)
H (-1.509, -0.147, 2.082)
H (-2.996, -1.223, 0.228)
H (-0.881, -1.388, -1.475)
H (-0.410, -1.979, 0.008)
N (-2.404, -0.515, -0.102)
O (0.646, 0.246, 1.132)

Preferred: P); penalty for the next structure: 42.1 kcal/mol.

P) Here is C6H13NO as an isolated structure from OMol25. Energies are from ωB97M-V/def2-TZVPD.

The calculation puts the gap between HOMO and LUMO at 8.2 eV. The charge is 0. The value obtained for the HOMO energy is -7.404 eV.

Element x y z (Å)
C (1.959, -0.960, -0.640)
C (0.117, 1.828, -1.278)
C (0.664, 1.170, -0.055)
O (0.723, -0.321, -0.259)
N (1.262, 1.724, 0.888)
H (1.768, 1.103, 1.514)
H (2.811, -0.299, -0.483)
H (2.057, -1.862, -0.041)
H (1.928, -1.182, -1.706)
H (-0.226, 2.824, -1.010)
H (-0.728, 1.267, -1.670)
H (0.870, 1.820, -2.068)
C (-1.463, 0.320, 1.374)
C (-1.080, -0.876, 0.002)
C (-1.277, -2.191, 0.202)
H (-1.638, -0.420, -0.809)
H (-0.638, 0.292, 2.088)
H (-2.282, -0.263, 1.794)
H (-1.766, 1.366, 1.297)
H (-2.146, -2.661, -0.235)
H (-0.913, -2.679, 1.095)

Q) Here is a 3-piece molecular cluster, C6H13NO overall from OMol25. Energies are from ωB97M-V/def2-TZVPD.

The calculation puts the gap between HOMO and LUMO at 7.5 eV. The charge is 0. The SMILES is C=C(C)N.C=C.C=O. The value obtained for the HOMO energy is -7.263 eV.

Element x y z (Å)
C (-1.020, -0.352, 0.456)
C (-0.767, -0.129, -0.889)
C (-1.390, 1.031, -1.615)
N (-0.456, -1.217, -1.707)
H (-1.669, 0.350, 0.955)
H (-1.188, -1.377, 0.755)
H (-0.664, 1.512, -2.275)
H (-2.217, 0.695, -2.244)
H (-1.746, 1.792, -0.923)
H (0.043, -1.955, -1.230)
H (0.012, -0.963, -2.564)
C (0.737, -0.192, 1.935)
C (0.489, -0.880, 3.072)
H (1.362, -0.641, 1.148)
H (0.966, 0.868, 2.024)
H (0.264, -1.942, 3.055)
H (0.386, -0.393, 4.023)
C (1.654, 0.926, -0.994)
O (2.245, -0.111, -0.730)
H (1.342, 1.658, -0.231)
H (1.617, 1.321, -2.021)

Preferred: Q); penalty for the next structure: 36.1 kcal/mol.

P) Here is a 3-piece molecular cluster, CH9NO3 overall from OMol25. Energies are from ωB97M-V/def2-TZVPD.

The calculation puts the gap between HOMO and LUMO at 11.2 eV. The charge is 0. The SMILES is NCO.O.O. The value obtained for the HOMO energy is -10.453 eV.

Element x y z (Å)
N (0.872, 0.923, 0.741)
C (0.016, 1.591, -0.273)
O (-0.012, 0.885, -1.475)
H (1.754, 1.415, 0.762)
H (0.487, 0.873, 1.673)
H (0.370, 2.615, -0.356)
H (-0.996, 1.644, 0.156)
H (-0.691, 0.203, -1.380)
O (-2.034, -1.644, -0.178)
H (-2.287, -2.155, 0.588)
H (-1.081, -1.763, -0.239)
O (1.005, -1.779, 0.196)
H (0.919, -0.792, 0.234)
H (1.676, -2.016, -0.448)

Q) Here is a 3-piece molecular cluster, CH9NO3 overall from OMol25. Energies are from ωB97M-V/def2-TZVPD.

The calculation puts the gap between HOMO and LUMO at 9.6 eV. The charge is 0. The SMILES is NCO.O.O. The value obtained for the HOMO energy is -9.385 eV.

Element x y z (Å)
N (-0.218, 1.678, 0.103)
C (0.893, 1.087, -0.583)
O (1.845, 0.474, 0.308)
H (-0.971, 1.018, 0.272)
H (0.067, 1.962, 1.032)
H (0.583, 0.373, -1.344)
H (1.450, 1.848, -1.126)
H (1.801, -0.483, 0.237)
O (-1.372, -0.853, 1.549)
H (-1.001, -1.477, 2.178)
H (-0.839, -0.890, 0.742)
O (-0.757, -1.654, -1.387)
H (-0.346, -2.513, -1.269)
H (-1.664, -1.790, -1.674)

Preferred: P); penalty for the next structure: 7.8 kcal/mol.

P) Here is an isolated ion of composition H3O4PSi and charge -2 from OMol25. Energies are from ωB97M-V/def2-TZVPD.

The calculation puts the gap between HOMO and LUMO at 6.3 eV. The charge is -2. The SMILES is O=P([O-])([O-])[SiH2]O. The value obtained for the HOMO energy is 0.521 eV.

Element x y z (Å)
O (1.625, -0.367, 1.358)
P (1.367, 0.356, 0.063)
O (1.852, 1.834, -0.007)
O (1.760, -0.551, -1.131)
Si (-0.955, 0.298, 0.087)
O (-1.262, -1.282, 0.085)
H (-1.775, 0.705, 1.136)
H (-1.962, 0.617, -0.996)
H (-0.649, -1.609, -0.595)

Q) Here is H3O4PSi as an isolated structure from OMol25. Energies are from ωB97M-V/def2-TZVPD.

The calculation puts the gap between HOMO and LUMO at 7.3 eV. The charge is -2. The value obtained for the HOMO energy is -0.283 eV.

Element x y z (Å)
O (0.757, -2.310, -0.057)
O (-0.830, -1.348, 1.582)
O (1.530, -0.464, 1.615)
O (0.095, 2.346, 0.130)
Si (-0.306, 1.195, -0.764)
P (0.449, -1.160, 0.890)
H (-1.834, 1.312, -1.103)
H (0.267, 0.704, -2.100)
H (-0.128, -0.276, -0.193)

Preferred: P); penalty for the next structure: 2.6 kcal/mol.

P) Here is a 2-piece molecular cluster, C3N2O4 overall from OMol25. Energies are from ωB97M-V/def2-TZVPD.

The calculation puts the gap between HOMO and LUMO at 6.2 eV. The charge is -2. The value obtained for the HOMO energy is 0.815 eV.

Element x y z (Å)
C (0.132, -1.232, 0.864)
C (0.238, 0.691, -1.660)
C (-0.166, 0.192, 0.406)
N (-1.207, 0.889, 0.951)
N (-0.113, 1.317, 1.434)
O (-0.124, -2.164, 0.075)
O (-0.771, 1.103, -2.181)
O (0.604, -1.326, 2.020)
O (1.407, 0.530, -1.909)

Q) Here is an isolated ion of composition C3N2O4 and charge -2 from OMol25. Energies are from ωB97M-V/def2-TZVPD.

The calculation puts the gap between HOMO and LUMO at 6.9 eV. The charge is -2. The value obtained for the HOMO energy is 0.189 eV.

Element x y z (Å)
C (-0.326, -0.800, 1.333)
C (-0.054, -0.132, -1.597)
C (0.064, 0.028, -0.093)
N (0.465, 1.149, 0.356)
N (0.759, 2.237, 0.690)
O (-1.409, -0.651, 1.801)
O (-0.898, -0.937, -2.088)
O (0.640, -1.457, 1.811)
O (0.758, 0.562, -2.214)

Preferred: Q); penalty for the next structure: 35.8 kcal/mol.